1.
This record from the Open Molecules 2025 dataset describes one molecule with the formula C4H6S3. The level of theory is ωB97M-V with the def2-TZVPD basis set.

Cartesian coordinates (Å):
S (-2.10498, -1.94106, 1.60438)
S (-0.37998, 0.14551, 0.16703)
S (-0.68065, -2.72884, -0.77841)
C (-1.14900, -1.57067, 0.37649)
C (0.22862, -1.83664, -2.08669)
C (-0.63999, 0.83007, 1.73156)
C (0.03466, 1.96295, 1.90150)
H (0.50932, 2.52879, 0.99757)
H (-1.26181, 0.22096, 2.47105)
H (-0.34931, -1.03796, -2.33217)
H (-0.03137, 2.69376, 2.79629)
H (1.21136, -1.44634, -1.72786)
H (0.20815, -2.56677, -2.97376)

Calculated values
- charge = 0
- energy above the lowest of the compared OMol25 structures with the same formula, charge and spin (kJ/mol) = 115.0
- E_HOMO (eV) = -8.7
- SMILES string = C=CSC(=S)SC

Here is what Löwdin gives for the atomic charges, in e: S 0.6363; S 0.8420; S 0.8066; C -1.4582; C -0.4023; C -0.5688; C -0.1431; H 0.0763; H 0.0395; H -0.0356; H 0.0820; H 0.0511; H 0.0741

---

2.
This record from the Open Molecules 2025 dataset describes a 2-piece molecular cluster, C4H10Cl overall. The level of theory is ωB97M-V with the def2-TZVPD basis set.

Cartesian coordinates (Å):
Cl (-0.32991, -0.54110, -0.19356)
C (2.26753, 3.42326, -1.09058)
C (1.90013, 3.43396, 1.45039)
C (2.83667, 3.17653, 0.29188)
C (3.75165, 1.97479, 0.42459)
H (2.05138, 4.27555, 2.11885)
H (1.89746, 2.50664, 2.05422)
H (3.60520, 1.36300, -0.48843)
H (3.33776, 1.36559, 1.25465)
H (1.16955, 3.48961, -0.96879)
H (4.81850, 2.09723, 0.58736)
H (0.88203, 3.50469, 1.01974)
H (2.59540, 4.26503, -1.69157)
H (0.47056, 0.40169, -0.04843)
H (2.43828, 2.49907, -1.67312)

Calculated values
- 2S+1 = 2
- charge = 0
- energy above the lowest of the compared OMol25 structures with the same formula, charge and spin (kJ/mol) = 65.9
- E_HOMO (alpha / beta) (eV) = -7.6 / -11.9

Here is what Löwdin gives for the atomic charges, in e: Cl 0.3208; C -0.0932; C -0.0939; C -0.3214; C -0.0927; H 0.0677; H 0.0665; H 0.0674; H 0.0675; H 0.0666; H 0.0671; H 0.0676; H 0.0671; H -0.3229; H 0.0660

---

3.
This record from the Open Molecules 2025 dataset describes a 2-piece molecular cluster, C5H7ClFNO5P overall. The level of theory is ωB97M-V with the def2-TZVPD basis set.

Cartesian coordinates (Å):
Cl (4.03467, 0.90217, 0.12885)
P (-1.88267, -0.08767, -1.77285)
F (0.79860, 1.89041, 1.25353)
O (-0.62657, -0.39772, -2.70988)
O (-1.24882, 1.01754, -0.77456)
O (-2.45660, 1.05520, -2.79952)
O (-0.94548, -1.56916, -0.09024)
O (1.08506, -2.12310, -0.96866)
N (3.38055, -0.33863, 1.02064)
C (0.12227, 0.67092, 1.12032)
C (0.29090, -1.62665, -0.22009)
C (0.24880, -0.35423, 2.21774)
C (-1.25799, 1.00947, 0.63720)
C (0.72898, -0.63082, 0.85793)
H (-0.56987, -0.93148, 2.41457)
H (-1.74306, 1.54579, -3.11020)
H (-1.94285, 0.19522, 1.07840)
H (-0.22615, -1.17742, -2.61019)
H (-1.55235, 1.87910, 1.08476)
H (0.88068, -0.08771, 2.93019)
H (2.88188, -0.84124, 0.31207)

Calculated values
- charge = -1
- E_HOMO (alpha / beta) (eV) = -5.2 / -4.3

Here is what Löwdin gives for the atomic charges, in e: Cl 0.4527; P 0.7411; F 0.0053; O -0.1691; O -0.2768; O -0.2590; O -0.0938; O 0.0407; N -0.4296; C -0.3819; C -0.7070; C -0.0060; C -0.1710; C 0.0062; H 0.0845; H -0.0065; H 0.1438; H -0.0378; H 0.0916; H 0.0652; H -0.0925

---

4.
This record from the Open Molecules 2025 dataset describes one molecule with the formula C3H11OP3. The level of theory is ωB97M-V with the def2-TZVPD basis set.

Cartesian coordinates (Å):
P (1.20927, -1.14967, 2.17407)
P (1.30663, -0.98114, 0.07850)
P (1.93601, -3.14199, -0.36126)
O (-0.54221, -1.29971, -0.56212)
C (-1.07450, -0.05770, -0.99060)
C (-0.96465, 1.02605, 0.07333)
C (-1.10803, 2.43789, -0.55986)
H (-0.51372, 0.30299, -1.87995)
H (1.08839, 0.31409, 2.21344)
H (-0.11266, -1.33047, 2.23795)
H (-1.88779, 2.35777, -1.29073)
H (-2.16430, -0.34170, -1.25274)
H (2.87748, -3.50903, 0.73421)
H (-0.25849, 2.67903, -1.08698)
H (0.10048, 1.16925, 0.51171)
H (-1.19668, 3.20360, 0.22709)
H (-1.69565, 0.93899, 0.79611)
H (3.00042, -2.61825, -1.06216)

Calculated values
- charge = 0
- energy above the lowest of the compared OMol25 structures with the same formula, charge and spin (kJ/mol) = 179.4
- E_HOMO (eV) = -8.9
- SMILES string = CCCOP(P)#[PH2]

Here is what Löwdin gives for the atomic charges, in e: P 0.4649; P 0.4197; P 0.4685; O -0.4794; C -0.3735; C -0.2926; C -0.1057; H 0.1069; H -0.1372; H -0.1793; H 0.0657; H 0.1492; H -0.1394; H 0.0358; H 0.0567; H 0.0843; H 0.0753; H -0.2199

---

5.
This record from the Open Molecules 2025 dataset describes a 2-piece molecular cluster, C15H21N2 overall. The level of theory is ωB97M-V with the def2-TZVPD basis set.

Cartesian coordinates (Å):
N (-0.45540, 2.87646, 4.84933)
N (-0.52232, 4.55337, 3.53414)
C (-1.58431, 0.32837, 0.34879)
C (-0.38454, 0.97793, 0.63901)
C (0.87427, 0.38927, 0.71594)
C (0.18708, 6.83226, 3.07783)
C (-1.48549, 5.68813, 1.67869)
C (-0.99285, -2.11614, 0.43724)
C (0.38451, -2.08084, 0.64000)
C (-1.37882, 4.85805, 4.57875)
C (-0.20448, 5.49588, 2.46788)
C (1.20824, -0.96191, 0.73950)
C (-1.85687, -1.03465, 0.28814)
C (-1.32551, 3.81089, 5.42618)
C (-0.05275, 3.30676, 3.62793)
C (0.02772, 1.69645, 5.52254)
C (0.92755, 4.85933, 1.69024)
H (2.27675, -1.17990, 0.82885)
H (-2.89905, -1.29881, 0.06980)
H (-2.24869, 6.15772, 2.31429)
H (-1.44400, -3.11127, 0.36076)
H (1.08709, 6.75856, 3.69804)
H (1.16842, 5.48584, 0.82579)
H (-1.85680, 4.72875, 1.29897)
H (1.82741, 4.79293, 2.32178)
H (0.85887, 1.26311, 4.95640)
H (1.72412, 1.08208, 0.78877)
H (-1.79823, 3.68536, 6.38171)
H (0.88898, -3.05087, 0.70396)
H (-2.44859, 0.97870, 0.16538)
H (0.65285, 3.85097, 1.34542)
H (-1.88657, 5.80288, 4.63819)
H (-0.42773, 2.07265, 0.71786)
H (-0.63157, 7.27039, 3.66157)
H (0.39466, 1.95675, 6.52515)
H (-1.29315, 6.35045, 0.83082)
H (-0.75218, 0.93634, 5.65438)
H (0.41025, 7.52610, 2.26063)

Calculated values
- charge = +1
- energy above the lowest of the compared OMol25 structures with the same formula, charge and spin (kJ/mol) = 187.6
- E_HOMO (eV) = -10.7

Here is what Löwdin gives for the atomic charges, in e: N -0.1702; N -0.0847; C 0.0077; C 0.0090; C 0.0105; C -0.0280; C -0.0302; C -0.0004; C 0.0008; C -0.0574; C -0.6023; C 0.0027; C -0.0011; C -0.0468; C -0.0476; C -0.0581; C -0.0613; H 0.1323; H 0.1334; H 0.0874; H 0.1330; H 0.0983; H 0.0921; H 0.0844; H 0.0954; H 0.0790; H 0.1367; H 0.1157; H 0.1328; H 0.1341; H 0.0391; H 0.1147; H 0.1037; H 0.0807; H 0.0940; H 0.0915; H 0.0840; H 0.0953

---

6.
This record from the Open Molecules 2025 dataset describes one molecule with the formula C4H8O2. The level of theory is ωB97M-V with the def2-TZVPD basis set.

Cartesian coordinates (Å):
O (-0.50403, -2.28365, 1.26067)
O (-0.39435, 0.33001, 1.59670)
C (0.32312, -1.70586, 0.59355)
C (0.51137, 0.45717, -0.69180)
C (-0.79126, 1.19306, -0.99287)
C (0.53686, -0.21237, 0.70511)
H (1.55396, -0.10253, 1.12299)
H (-0.90056, -0.42284, 1.95115)
H (0.69124, -0.30838, -1.46030)
H (-0.74068, 1.64206, -1.99108)
H (1.34829, 1.15859, -0.76656)
H (-0.96298, 1.98274, -0.25750)
H (0.98406, -2.24967, -0.11086)
H (-1.65505, 0.52168, -0.95921)

Calculated values
- charge = 0
- energy above the lowest of the compared OMol25 structures with the same formula, charge and spin (kJ/mol) = 108.6
- E_HOMO (eV) = -10.4
- SMILES string = CC[C@@H](O)C=O

Here is what Löwdin gives for the atomic charges, in e: O 0.0647; O -0.0245; C -0.1928; C -0.1964; C -0.1009; C -0.3707; H 0.1532; H 0.0917; H 0.1049; H 0.0739; H 0.1077; H 0.0746; H 0.1347; H 0.0800

---

7.
This record from the Open Molecules 2025 dataset describes C33H30F3N3OPtS2Te as an isolated structure. The level of theory is ωB97M-V with the def2-TZVPD basis set.

Cartesian coordinates (Å):
Pt (2.01155, -1.12196, -0.41062)
Te (3.10738, 1.73257, -0.39108)
S (0.07856, -0.55712, -1.97615)
S (6.33545, -1.57158, 0.82765)
F (0.18769, -3.52309, -0.28218)
F (2.24947, -3.99136, 0.17331)
F (1.65536, -3.61577, -1.87465)
O (-2.11691, -0.90570, 2.33638)
N (-2.42496, -1.28748, -1.85159)
N (-1.38716, -0.95437, 0.22230)
N (2.48012, -1.36749, 1.86486)
C (-2.44227, -1.45165, -3.30251)
C (-0.94025, 2.45908, 2.32643)
C (-3.70121, -1.73916, 0.81189)
C (1.64673, -1.40624, 2.90487)
C (0.15232, 2.37890, 0.18193)
C (-2.36978, -1.16832, 1.18594)
C (2.26424, 4.27509, -2.03246)
C (-1.33908, -0.98260, -1.15517)
C (4.06769, -1.23270, -0.35856)
C (-4.83247, -0.93507, 0.85318)
C (-6.07229, -1.47199, 0.53722)
C (2.86534, 3.84303, -0.85609)
C (-5.06037, -3.62789, 0.19631)
C (-0.97691, 2.63403, 0.94796)
C (3.80895, -1.37354, 2.08119)
C (0.23086, 2.03429, 2.93457)
C (1.33264, 1.95494, 0.78931)
C (4.32397, -1.38155, 3.37971)
C (1.49001, -3.16644, -0.59696)
C (-3.84632, -1.84066, -3.74592)
C (2.13168, 5.63456, -2.29266)
C (-6.18759, -2.81534, 0.20427)
C (3.22524, 6.14049, -0.21263)
C (3.35211, 4.78118, 0.05024)
C (5.05517, -1.30736, -1.37991)
C (2.08588, -1.42372, 4.21275)
C (-4.87008, -0.72673, -3.52718)
C (6.31104, -1.48251, -0.88066)
C (1.36650, 1.79166, 2.16965)
C (-3.81661, -3.09322, 0.50028)
C (4.61442, -1.36576, 0.88330)
C (3.45538, -1.40159, 4.45076)
C (2.61449, 6.56730, -1.38473)
H (1.37156, -1.45066, 5.02472)
H (3.83718, -1.40306, 5.46396)
H (-2.14227, -0.51328, -3.77058)
H (-1.81865, 2.66329, 2.92692)
H (5.39715, -1.36867, 3.52290)
H (4.84976, -1.23091, -2.43937)
H (-4.54972, 0.19193, -4.02480)
H (3.81897, 4.44889, 0.97056)
H (1.65854, 5.96530, -3.20958)
H (-1.88433, 2.97656, 0.46316)
H (-3.80348, -2.10573, -4.80335)
H (7.23906, -1.55834, -1.43027)
H (2.52366, 7.62663, -1.59415)
H (-0.51053, -0.65871, 0.62816)
H (-3.23789, -1.61161, -1.35467)
H (-7.15664, -3.23165, -0.03983)
H (1.89636, 3.55035, -2.75147)
H (0.11954, 2.52746, -0.88875)
H (-6.95119, -0.83988, 0.55663)
H (-2.93072, -3.72181, 0.50128)
H (-4.15318, -2.74288, -3.20586)
H (-1.71043, -2.20855, -3.58761)
H (-5.00079, -0.50374, -2.46388)
H (-5.84531, -1.00707, -3.92876)
H (0.58584, -1.41977, 2.68361)
H (-5.14522, -4.67968, -0.04843)
H (2.28967, 1.50069, 2.65594)
H (3.60908, 6.86561, 0.49477)
H (-4.73965, 0.11019, 1.12627)
H (0.26768, 1.89192, 4.00792)

Calculated values
- 2S+1 = 3
- charge = 0
- energy above the lowest of the compared OMol25 structures with the same formula, charge and spin (kJ/mol) = 73.8
- E_HOMO (alpha / beta) (eV) = -5.9 / -7.7

Here is what Löwdin gives for the atomic charges, in e: Pt 0.8110; Te 1.3529; S 0.7014; S 1.0190; F -0.0198; F 0.0267; F 0.0067; O 0.1186; N 0.0332; N 0.1325; N 0.0200; C -0.2220; C -0.0948; C -0.1790; C -0.1200; C -0.1637; C -0.3933; C -0.1523; C -0.7140; C -0.4679; C -0.0223; C -0.0715; C -0.5131; C -0.0668; C -0.0893; C -0.2917; C -0.0872; C -0.5321; C -0.0160; C -0.6680; C -0.2352; C -0.0941; C -0.0753; C -0.0920; C -0.1461; C -0.2115; C -0.0576; C -0.0982; C -0.4152; C -0.1548; C -0.0278; C -0.5629; C -0.0541; C -0.0977; H 0.1077; H 0.1106; H 0.1070; H 0.1025; H 0.1025; H 0.1020; H 0.0780; H 0.0900; H 0.0997; H 0.1029; H 0.1114; H 0.0657; H 0.0991; H 0.0885; H 0.1040; H 0.1061; H 0.0918; H 0.0844; H 0.1082; H 0.1296; H 0.1081; H 0.1175; H 0.0586; H 0.0733; H 0.1043; H 0.1095; H 0.0914; H 0.1002; H 0.1258; H 0.1049

---

8.
This record from the Open Molecules 2025 dataset describes a 2-piece molecular cluster, C3H7IN overall. The level of theory is ωB97M-V with the def2-TZVPD basis set.

Cartesian coordinates (Å):
I (-1.64440, 2.46003, -1.90779)
N (1.32672, 0.02886, 0.00724)
C (-2.07028, 0.49650, -1.55046)
C (0.61079, 0.27223, 1.31113)
C (-0.07539, -0.13266, 0.10343)
H (1.73356, 0.83996, -0.63098)
H (0.75350, -0.42704, 2.18709)
H (-0.49299, -1.06986, -0.06506)
H (-1.70852, -0.04592, -2.35850)
H (1.97651, -0.85626, -0.08443)
H (0.51420, 1.34071, 1.71039)
H (-2.92554, 0.35000, -0.90821)

Calculated values
- charge = +1
- energy above the lowest of the compared OMol25 structures with the same formula, charge and spin (kJ/mol) = 552.8
- E_HOMO (alpha / beta) (eV) = -12.3 / -13.3

Here is what Löwdin gives for the atomic charges, in e: I 0.8459; N 0.0454; C -0.5007; C -0.0552; C -0.1274; H 0.2297; H 0.1495; H 0.0800; H -0.0487; H 0.2299; H 0.1527; H -0.0010

---

9.
This record from the Open Molecules 2025 dataset describes an isolated ion of composition C5H8NO and charge +1. The level of theory is ωB97M-V with the def2-TZVPD basis set.

Cartesian coordinates (Å):
O (2.13811, -1.31939, -0.71123)
N (-1.64469, -0.59151, -0.56924)
C (1.91855, -0.15771, -0.63870)
C (-0.36836, 0.48703, 1.44973)
C (0.45929, 1.27399, 0.80785)
C (-0.41801, -0.54808, 0.27900)
C (0.55990, 0.43180, -0.39048)
H (2.78123, 0.44254, -0.75104)
H (-0.72231, 0.56122, 2.48712)
H (0.05860, 0.73287, -1.29213)
H (-1.79139, 0.26231, -1.08516)
H (0.12369, -1.40210, 0.52275)
H (-1.46723, -1.45648, -1.15624)
H (0.88391, 2.14084, 1.14493)
H (-2.51130, -0.85733, -0.09716)

Calculated values
- charge = +1
- energy above the lowest of the compared OMol25 structures with the same formula, charge and spin (kJ/mol) = 213.1
- E_HOMO (eV) = -13.8
- SMILES string = [NH3+][C@@H]1C=C[C@H]1C=O

Here is what Löwdin gives for the atomic charges, in e: O 0.1162; N 0.2456; C -0.1953; C 0.0383; C -0.0002; C -0.1856; C -0.2206; H 0.1278; H 0.1283; H 0.1443; H 0.1653; H 0.1352; H 0.2159; H 0.1031; H 0.1817